(1)
This record from the OMol25 dataset describes a cluster of 10 separate species, C37H69N2O27S in total. The level of theory is the ωB97M-V functional and the def2-TZVPD basis.

Each line ends with the Löwdin charge.
CARTESIAN COORDINATES (ANGSTROEM)
C (-0.76, 1.84, 4.38)  -0.134
C (0.26, 1.15, 3.45)  -0.518
S (1.10, -0.22, 4.29)  0.951
C (2.92, -0.11, 4.09)  -0.387
C (3.34, 1.33, 4.10)  -0.226
C (3.45, 1.98, 5.31)  0.049
C (3.80, 3.33, 5.31)  -0.006
C (4.03, 3.96, 4.14)  -0.020
N (3.91, 3.29, 2.98)  0.170
C (3.58, 2.01, 2.92)  -0.161
C (3.42, 1.29, 1.61)  -0.075
C (3.61, 2.22, 0.41)  -0.203
N (4.80, 2.55, 0.12)  0.142
H (-0.31, 2.65, 4.96)  0.072
H (-1.49, 2.32, 3.72)  0.077
H (-1.30, 1.13, 5.00)  0.073
H (0.94, 1.93, 3.07)  0.066
H (-0.27, 0.76, 2.58)  0.046
H (3.27, -0.63, 3.19)  0.077
H (3.35, -0.65, 4.93)  0.095
H (3.25, 1.48, 6.25)  0.146
H (3.89, 3.87, 6.24)  0.133
H (4.28, 5.01, 4.12)  0.151
H (4.08, 3.82, 2.13)  0.164
H (2.45, 0.78, 1.55)  0.117
H (4.19, 0.52, 1.52)  0.141
H (2.74, 2.59, -0.14)  0.120
H (4.79, 3.18, -0.69)  0.050
C (-1.47, -4.30, -0.95)  -0.014
O (-1.50, -4.38, 0.48)  0.000
C (-1.22, -3.25, 1.12)  -0.615
O (-0.96, -2.19, 0.61)  0.123
O (-1.29, -3.50, 2.44)  -0.024
C (-1.01, -2.36, 3.26)  -0.072
H (-1.70, -5.28, -1.33)  0.077
H (-2.22, -3.59, -1.31)  0.107
H (-0.48, -4.01, -1.30)  0.102
H (-1.74, -1.57, 3.08)  0.087
H (0.00, -2.00, 3.08)  0.014
H (-1.10, -2.68, 4.30)  0.102
C (8.21, 3.90, 1.06)  -0.051
O (8.09, 4.50, -0.22)  -0.018
C (8.63, 5.71, -0.36)  -0.635
O (9.21, 6.34, 0.47)  0.143
O (8.34, 6.10, -1.60)  -0.020
C (8.81, 7.40, -1.97)  -0.020
H (7.72, 2.93, 1.01)  0.080
H (9.25, 3.74, 1.34)  0.101
H (7.71, 4.51, 1.82)  0.090
H (9.89, 7.45, -1.92)  0.103
H (8.37, 8.16, -1.33)  0.100
H (8.50, 7.58, -3.00)  0.092
C (0.06, -10.14, 2.38)  -0.039
O (-0.37, -9.12, 3.28)  0.007
C (-1.15, -8.19, 2.71)  -0.620
O (-1.48, -8.16, 1.56)  0.117
O (-1.48, -7.30, 3.65)  0.015
C (-2.32, -6.25, 3.17)  -0.031
H (0.68, -10.83, 2.96)  0.094
H (-0.79, -10.68, 1.97)  0.098
H (0.67, -9.72, 1.58)  0.097
H (-3.26, -6.65, 2.79)  0.102
H (-1.81, -5.68, 2.40)  0.060
H (-2.53, -5.59, 4.01)  0.096
C (5.05, 5.91, -1.05)  -0.039
O (3.88, 6.71, -1.19)  0.023
C (2.84, 6.02, -1.67)  -0.617
O (2.85, 4.84, -1.94)  0.104
O (1.80, 6.84, -1.76)  0.020
C (0.61, 6.21, -2.24)  -0.023
H (5.85, 6.53, -0.65)  0.095
H (4.87, 5.09, -0.35)  0.060
H (5.37, 5.51, -2.02)  0.114
H (0.29, 5.42, -1.57)  0.092
H (0.75, 5.83, -3.25)  0.102
H (-0.17, 6.97, -2.26)  0.099
C (-4.47, -1.17, 1.89)  -0.026
O (-4.73, -0.53, 3.14)  0.004
C (-5.44, 0.59, 3.04)  -0.617
O (-5.86, 1.07, 2.02)  0.129
O (-5.61, 1.08, 4.27)  0.004
C (-6.37, 2.29, 4.31)  -0.036
H (-3.88, -2.07, 2.09)  0.083
H (-5.40, -1.47, 1.40)  0.106
H (-3.89, -0.52, 1.24)  0.092
H (-7.38, 2.13, 3.93)  0.100
H (-5.87, 3.08, 3.76)  0.095
H (-6.44, 2.59, 5.36)  0.094
C (-4.15, -6.70, -1.06)  -0.029
O (-4.32, -6.00, -2.30)  0.005
C (-5.59, -5.87, -2.69)  -0.597
O (-6.55, -6.28, -2.09)  0.096
O (-5.60, -5.21, -3.84)  0.013
C (-6.91, -4.99, -4.38)  -0.027
H (-3.09, -6.75, -0.85)  0.074
H (-4.65, -6.17, -0.25)  0.103
H (-4.53, -7.72, -1.13)  0.104
H (-7.51, -4.39, -3.70)  0.102
H (-7.40, -5.94, -4.59)  0.093
H (-6.78, -4.45, -5.31)  0.095
C (-12.62, -10.15, -2.48)  -0.044
O (-11.23, -10.17, -2.19)  0.002
C (-10.64, -8.98, -2.25)  -0.625
O (-11.18, -7.94, -2.53)  0.120
O (-9.35, -9.14, -1.96)  0.013
C (-8.58, -7.92, -1.99)  -0.050
H (-12.98, -11.18, -2.39)  0.092
H (-13.16, -9.53, -1.77)  0.097
H (-12.80, -9.80, -3.50)  0.097
H (-8.96, -7.21, -1.26)  0.104
H (-8.60, -7.49, -2.98)  0.086
H (-7.57, -8.18, -1.74)  0.077
C (-4.80, 2.90, -0.70)  -0.031
O (-3.83, 1.86, -0.53)  0.006
C (-2.60, 2.29, -0.32)  -0.618
O (-2.24, 3.44, -0.26)  0.120
O (-1.81, 1.22, -0.19)  0.009
C (-0.44, 1.52, 0.04)  -0.060
H (-5.76, 2.41, -0.86)  0.098
H (-4.86, 3.51, 0.20)  0.097
H (-4.56, 3.51, -1.56)  0.099
H (-0.32, 2.08, 0.97)  0.074
H (-0.02, 2.09, -0.79)  0.099
H (0.09, 0.58, 0.13)  0.090
C (9.11, 9.23, -8.44)  -0.037
O (9.12, 8.61, -7.15)  0.003
C (9.30, 7.29, -7.18)  -0.624
O (9.45, 6.62, -8.16)  0.132
O (9.29, 6.84, -5.92)  -0.009
C (9.48, 5.43, -5.80)  -0.039
H (8.95, 10.29, -8.28)  0.094
H (10.06, 9.08, -8.94)  0.099
H (8.29, 8.84, -9.04)  0.098
H (10.45, 5.14, -6.20)  0.100
H (8.68, 4.89, -6.30)  0.099
H (9.45, 5.20, -4.74)  0.085

Total charge: +1
Energy above the lowest of the compared OMol25 structures with the same formula, charge and spin: 0.0 kcal per mole


(2)
This record from the OMol25 dataset describes a cluster of 10 separate species, C37H72ClF4N11O22 in total. The level of theory is the ωB97M-V functional and the def2-TZVPD basis.

Each line ends with the Löwdin charge.
CARTESIAN COORDINATES (ANGSTROEM)
N (-1.11, 1.96, 1.24)  0.128
C (0.15, 2.00, 0.68)  -0.486
O (0.37, 1.66, -0.47)  0.057
C (1.28, 2.48, 1.56)  -0.093
C (1.87, 1.33, 2.37)  -0.097
C (2.47, 0.22, 1.52)  -0.243
O (2.16, -0.98, 2.24)  -0.059
C (2.52, -2.20, 1.64)  -0.309
C (2.26, -3.25, 2.72)  -0.106
C (3.11, -4.50, 2.53)  -0.059
C (2.56, -5.64, 3.33)  -0.641
F (3.50, -6.62, 3.42)  0.103
F (1.49, -6.20, 2.78)  0.169
F (2.28, -5.29, 4.59)  0.149
C (1.80, -2.51, 0.30)  -0.002
C (1.00, -3.77, 0.30)  -0.431
O (-0.04, -3.99, 0.86)  0.157
F (1.56, -4.77, -0.45)  0.078
C (4.00, 0.34, 1.26)  -0.242
C (4.40, -0.04, -0.16)  -0.126
C (3.60, 0.60, -1.31)  -0.195
C (2.99, -0.34, -2.35)  -0.180
C (2.86, 0.40, -3.70)  -0.196
C (2.14, 1.75, -3.65)  -0.185
C (1.22, 2.00, -4.86)  -0.184
C (-0.28, 1.88, -4.51)  -0.184
C (-1.10, 3.04, -5.10)  -0.191
C (-2.11, 3.72, -4.16)  -0.193
C (-2.82, 2.82, -3.15)  -0.207
C (-4.27, 3.21, -2.89)  -0.169
C (-4.97, 2.09, -2.13)  -0.145
N (-4.30, 1.76, -0.89)  -0.095
C (-3.31, 0.86, -0.68)  -0.099
C (-2.94, 0.90, 0.59)  -0.192
C (-3.77, 1.85, 1.24)  -0.092
C (-4.57, 2.33, 0.30)  -0.102
O (4.61, 1.53, 1.77)  -0.126
C (4.71, 2.58, 0.89)  -0.578
Cl (6.32, 2.69, 0.05)  0.574
H (-1.36, 2.83, 1.70)  0.120
H (-1.76, 1.77, 0.48)  0.015
H (0.84, 3.17, 2.28)  0.118
H (1.99, 3.07, 0.99)  0.107
H (1.02, 0.86, 2.86)  0.127
H (2.52, 1.64, 3.18)  0.123
H (1.90, 0.24, 0.59)  0.119
H (3.59, -2.28, 1.44)  0.131
H (2.60, -2.78, 3.64)  0.132
H (1.20, -3.45, 2.86)  0.126
H (4.13, -4.33, 2.81)  0.110
H (3.07, -4.82, 1.48)  0.128
H (2.56, -2.63, -0.47)  0.106
H (1.15, -1.72, -0.05)  0.135
H (4.39, -0.45, 1.90)  0.144
H (4.30, -1.12, -0.22)  0.103
H (5.45, 0.14, -0.34)  0.075
H (2.82, 1.28, -0.98)  0.079
H (4.30, 1.24, -1.85)  0.100
H (3.62, -1.21, -2.47)  0.096
H (1.98, -0.59, -2.04)  0.104
H (3.86, 0.50, -4.11)  0.071
H (2.34, -0.30, -4.36)  0.110
H (1.60, 1.87, -2.71)  0.081
H (2.92, 2.51, -3.68)  0.104
H (1.42, 2.98, -5.27)  0.093
H (1.50, 1.25, -5.60)  0.100
H (-0.35, 1.78, -3.43)  0.090
H (-0.65, 0.95, -4.95)  0.106
H (-0.41, 3.81, -5.43)  0.092
H (-1.66, 2.67, -5.96)  0.105
H (-2.85, 4.30, -4.71)  0.101
H (-1.55, 4.45, -3.58)  0.107
H (-2.29, 2.90, -2.20)  0.103
H (-2.77, 1.76, -3.41)  0.106
H (-4.82, 3.37, -3.81)  0.071
H (-4.29, 4.07, -2.22)  0.118
H (-5.97, 2.42, -1.86)  0.121
H (-5.08, 1.19, -2.74)  0.129
H (-2.95, 0.29, -1.51)  0.134
H (-2.16, 0.30, 1.01)  0.119
H (-3.70, 2.10, 2.27)  0.078
H (-5.31, 3.08, 0.51)  0.130
H (4.67, 3.50, 1.46)  0.084
H (3.93, 2.64, 0.14)  0.070
C (-8.00, 3.59, -5.92)  0.034
N (-6.91, 2.63, -5.62)  -0.435
O (-5.77, 3.05, -5.59)  0.042
O (-7.24, 1.48, -5.43)  0.069
H (-7.56, 4.57, -6.08)  0.100
H (-8.51, 3.25, -6.82)  0.088
H (-8.68, 3.60, -5.08)  0.088
C (7.43, -5.74, 2.86)  0.062
N (6.81, -4.86, 1.83)  -0.423
O (6.52, -3.73, 2.15)  0.048
O (6.63, -5.34, 0.74)  0.064
H (7.52, -5.18, 3.78)  0.098
H (6.78, -6.60, 2.99)  0.103
H (8.40, -6.04, 2.49)  0.105
C (7.99, 1.00, -3.82)  0.047
N (6.60, 0.90, -4.35)  -0.446
O (5.92, 1.91, -4.35)  0.062
O (6.24, -0.19, -4.73)  0.070
H (8.16, 2.03, -3.51)  0.092
H (8.07, 0.32, -2.98)  0.097
H (8.66, 0.72, -4.62)  0.099
C (-5.65, 0.57, 5.62)  0.046
N (-5.09, 1.51, 4.62)  -0.438
O (-5.55, 1.48, 3.49)  0.069
O (-4.21, 2.26, 5.00)  0.055
H (-6.42, -0.03, 5.15)  0.096
H (-4.83, -0.06, 5.97)  0.097
H (-6.06, 1.16, 6.44)  0.087
C (-3.63, -0.13, 9.76)  0.052
N (-4.97, -0.03, 9.13)  -0.444
O (-5.43, 1.07, 8.93)  0.074
O (-5.52, -1.08, 8.84)  0.047
H (-3.27, 0.88, 9.96)  0.096
H (-3.75, -0.69, 10.69)  0.101
H (-2.98, -0.65, 9.07)  0.102
C (-12.76, 4.79, -6.43)  0.051
N (-11.27, 4.80, -6.40)  -0.439
O (-10.69, 4.51, -7.43)  0.069
O (-10.74, 5.10, -5.35)  0.061
H (-13.09, 4.51, -7.42)  0.095
H (-13.10, 4.07, -5.69)  0.102
H (-13.09, 5.79, -6.18)  0.102
C (-6.70, -4.18, 7.57)  0.046
N (-7.45, -4.20, 6.28)  -0.455
O (-7.47, -3.18, 5.62)  0.062
O (-8.00, -5.24, 5.99)  0.065
H (-6.27, -3.19, 7.70)  0.065
H (-7.40, -4.41, 8.36)  0.101
H (-5.92, -4.94, 7.50)  0.101
C (5.29, -5.85, -1.97)  0.041
N (4.65, -4.95, -2.97)  -0.446
O (4.38, -3.82, -2.61)  0.053
O (4.45, -5.40, -4.07)  0.071
H (5.41, -5.31, -1.04)  0.052
H (4.63, -6.71, -1.84)  0.104
H (6.25, -6.15, -2.37)  0.103
C (7.90, -0.58, 1.81)  0.044
N (9.37, -0.82, 1.86)  -0.452
O (9.99, -0.33, 2.78)  0.068
O (9.84, -1.49, 0.97)  0.055
H (7.62, 0.03, 2.66)  0.099
H (7.69, -0.07, 0.88)  0.077
H (7.41, -1.55, 1.85)  0.070

Structure (SMILES): NC(=O)CC[C@H](O[C@@H](CCC(F)(F)F)CC(=O)F)[C@@H](CCCCCCCCCCCCn1cccc1)OCCl.C[N+](=O)[O-].C[N+](=O)[O-].C[N+](=O)[O-].C[N+](=O)[O-].C[N+](=O)[O-].C[N+](=O)[O-].C[N+](=O)[O-].C[N+](=O)[O-].C[N+](=O)[O-]
Energy above the lowest of the compared OMol25 structures with the same formula, charge and spin: 0.0 kcal per mole


(3)
This record from the OMol25 dataset describes a cluster of 6 separate species, C37H73BClF4NO21P2S in total. The level of theory is the ωB97M-V functional and the def2-TZVPD basis.

Each line ends with the Löwdin charge.
CARTESIAN COORDINATES (ANGSTROEM)
C (0.72, 4.57, 3.31)  -0.105
C (-0.55, 4.44, 2.43)  -0.210
C (-0.58, 5.44, 1.26)  -0.226
O (-0.51, 4.73, 0.05)  -0.149
C (-0.08, 5.54, -1.03)  -0.193
C (-0.56, 4.97, -2.38)  -0.378
O (0.49, 4.38, -3.15)  -0.173
C (0.62, 2.97, -2.95)  -0.560
O (0.31, 2.60, -1.67)  0.018
P (-0.72, 2.13, -4.09)  0.704
O (-1.90, 1.68, -3.06)  -0.307
Cl (-1.65, 3.59, -5.22)  0.346
C (2.11, 2.67, -3.46)  -0.229
C (2.70, 1.31, -2.97)  -0.124
C (1.74, 0.11, -2.85)  -0.161
C (2.61, -1.16, -2.79)  -0.171
F (2.00, -2.10, -1.97)  -0.064
B (1.87, 2.45, -5.05)  -0.751
O (2.01, 1.22, -5.67)  0.138
O (1.59, 3.53, -5.85)  0.155
N (3.02, 3.78, -3.18)  -0.138
C (4.03, 4.18, -4.16)  -0.162
C (5.13, 3.13, -4.47)  -0.166
C (6.44, 3.79, -4.91)  -0.146
C (7.63, 2.80, -4.98)  -0.155
O (7.27, 1.48, -4.54)  -0.034
C (8.31, 0.87, -3.90)  -0.559
C (8.91, -0.37, -4.55)  0.029
O (8.72, 1.25, -2.87)  0.159
S (3.46, 4.10, -1.64)  0.712
O (2.66, 3.52, -0.61)  -0.220
O (3.49, 5.51, -1.48)  -0.244
C (5.21, 3.60, -1.21)  -0.723
F (5.41, 2.31, -1.26)  0.171
F (6.12, 4.28, -1.83)  0.189
F (5.32, 3.93, 0.06)  0.165
P (-1.12, 6.45, -3.37)  0.709
O (-2.58, 6.66, -3.35)  -0.443
H (0.50, 5.20, 4.17)  0.065
H (1.04, 3.61, 3.73)  0.062
H (1.55, 4.97, 2.72)  0.068
H (-0.63, 3.41, 2.07)  0.102
H (-1.41, 4.58, 3.09)  0.097
H (0.23, 6.16, 1.40)  0.122
H (-1.57, 5.92, 1.30)  0.124
H (1.02, 5.60, -1.00)  0.116
H (-0.52, 6.54, -0.88)  0.104
H (-1.46, 4.36, -2.26)  0.129
H (0.96, 2.04, -1.23)  0.099
H (-1.71, 0.78, -2.75)  0.019
H (3.45, 1.01, -3.70)  0.112
H (3.22, 1.37, -2.01)  0.112
H (1.14, 0.09, -1.94)  0.088
H (1.07, -0.02, -3.70)  0.091
H (2.64, -1.60, -3.79)  0.124
H (3.63, -0.95, -2.46)  0.118
H (1.28, 1.11, -6.30)  0.118
H (1.62, 3.24, -6.77)  0.125
H (3.64, 4.65, -5.06)  0.134
H (4.59, 5.01, -3.70)  0.112
H (5.23, 2.37, -3.70)  0.094
H (4.76, 2.59, -5.36)  0.124
H (6.69, 4.69, -4.34)  0.110
H (6.28, 4.13, -5.93)  0.116
H (8.00, 2.74, -6.00)  0.124
H (8.44, 3.22, -4.38)  0.124
H (9.52, -0.87, -3.81)  0.084
H (8.08, -1.01, -4.85)  0.087
H (9.50, -0.03, -5.41)  0.090
H (-0.38, 7.58, -2.90)  0.025
H (-0.65, 6.25, -4.69)  0.001
O (-1.18, -1.13, -2.23)  0.062
C (-1.60, -1.43, -1.13)  -0.523
O (-2.67, -2.20, -1.02)  0.022
C (-3.12, -2.76, 0.23)  -0.225
C (-4.01, -1.79, 0.98)  -0.051
C (-0.97, -0.86, 0.12)  0.033
H (-2.28, -3.10, 0.82)  0.076
H (-3.69, -3.65, -0.03)  0.126
H (-3.47, -0.88, 1.25)  0.071
H (-4.39, -2.25, 1.90)  0.082
H (-4.86, -1.50, 0.37)  0.065
H (-1.39, 0.13, 0.31)  0.102
H (0.10, -0.76, -0.05)  0.078
H (-1.09, -1.48, 1.00)  0.079
O (-1.53, -5.02, 0.79)  0.081
C (-0.74, -5.57, 0.06)  -0.501
O (-0.34, -6.82, 0.34)  0.007
C (0.44, -7.62, -0.55)  -0.224
C (1.92, -7.34, -0.39)  -0.054
C (-0.11, -4.84, -1.11)  0.034
H (0.10, -7.51, -1.58)  0.114
H (0.24, -8.65, -0.27)  0.122
H (2.16, -6.31, -0.65)  0.075
H (2.51, -8.00, -1.03)  0.090
H (2.23, -7.49, 0.64)  0.059
H (0.73, -4.25, -0.75)  0.092
H (-0.86, -4.16, -1.53)  0.085
H (0.21, -5.49, -1.92)  0.077
O (-7.21, -1.32, 0.77)  0.102
C (-7.86, -1.93, 1.57)  -0.519
O (-7.28, -2.31, 2.73)  -0.006
C (-8.01, -2.88, 3.83)  -0.242
C (-8.17, -4.37, 3.67)  -0.055
C (-9.27, -2.37, 1.27)  0.014
H (-8.96, -2.36, 3.97)  0.111
H (-7.41, -2.67, 4.71)  0.110
H (-8.76, -4.62, 2.78)  0.068
H (-8.67, -4.80, 4.54)  0.086
H (-7.20, -4.85, 3.56)  0.086
H (-9.25, -3.29, 0.70)  0.097
H (-9.75, -1.59, 0.67)  0.091
H (-9.89, -2.50, 2.15)  0.070
O (-7.90, -1.85, 7.39)  0.101
C (-7.31, -0.83, 7.14)  -0.529
O (-6.25, -0.49, 7.89)  0.001
C (-5.37, 0.60, 7.57)  -0.234
C (-5.89, 1.92, 8.09)  -0.065
C (-7.80, 0.11, 6.06)  0.020
H (-5.16, 0.62, 6.49)  0.114
H (-4.42, 0.36, 8.06)  0.122
H (-6.85, 2.18, 7.63)  0.067
H (-5.18, 2.72, 7.88)  0.082
H (-6.06, 1.86, 9.16)  0.084
H (-8.57, 0.75, 6.47)  0.100
H (-8.21, -0.49, 5.26)  0.065
H (-7.01, 0.72, 5.62)  0.075
O (4.23, -7.02, 1.81)  0.092
C (3.73, -6.18, 2.51)  -0.536
O (3.85, -4.89, 2.17)  -0.001
C (3.14, -3.82, 2.81)  -0.236
C (3.86, -3.34, 4.05)  -0.063
C (3.04, -6.55, 3.80)  0.016
H (2.11, -4.12, 3.01)  0.113
H (3.10, -3.02, 2.08)  0.121
H (3.94, -4.13, 4.80)  0.068
H (3.33, -2.50, 4.50)  0.083
H (4.88, -3.03, 3.80)  0.085
H (3.78, -6.64, 4.59)  0.097
H (2.54, -7.50, 3.67)  0.092
H (2.27, -5.84, 4.11)  0.071

Structure (SMILES): CCCOC[C@H](O[C@@](O)(P(O)Cl)[C@@](CCCF)(B(O)O)N(CCCCOC(C)=O)S(=O)(=O)C(F)(F)F)[PH2]=O.CCOC(C)=O.CCOC(C)=O.CCOC(C)=O.CCOC(C)=O.CCOC(C)=O


no.,DFT total energy (a.u.),F_max (eV/A),LUMO energy (eV)
1,-3990.2337,1.35,-4.14
2,-4569.3633,4.37,-0.50
3,-5053.8716,3.39,0.14